[1]
DFT (ωB97M-V with the def2-TZVPD basis set) results for the molecule C6H6O in a non-equilibrium geometry.

Structure (XYZ):
```
13
Properties=species:S:1:pos:R:3:lowdin_charge:R:1
C -0.30665 -0.00063 -2.92989 0.072
C 0.05252 -0.56753 -1.74850 -0.058
C -0.04243 -0.40886 -0.32241 -0.343
C -0.80692 -0.80964 0.60280 -0.079
C -0.59154 -0.02137 1.84471 -0.145
O 0.77478 0.65326 1.62051 -0.177
C 0.81221 0.72686 0.18514 -0.177
H 0.26245 0.24246 -4.10299 0.129
H -1.88997 -1.37884 0.69930 0.185
H -0.35536 -0.72128 2.82989 0.162
H -1.20741 1.00880 2.10511 0.169
H 1.85972 0.47826 -0.01924 0.133
H 0.42919 1.63153 -0.26726 0.127
```

Values from the calculation:
total charge	0
ΔE to the lowest compared entry with this formula, charge and spin	638.1	kJ/mol
energy	-8359.893	eV
HOMO level	-9.348	eV
frontier orbital gap	9.0	eV
SMILES	C#CC1=CCOC1

---

[2]
DFT (ωB97M-V with the def2-TZVPD basis set) results for the ion C8H11N4OS with charge +1 in a non-equilibrium geometry.

Structure (XYZ):
```
25
Properties=species:S:1:pos:R:3:lowdin_charge:R:1
C -2.62463 -1.00748 -0.28030 -0.086
C -0.75022 -0.42029 0.43988 0.096
C -0.61522 -1.65672 -0.02728 -0.291
C 1.61722 0.47347 0.42982 -0.498
C 1.72192 -2.50757 0.27239 -0.571
C -2.55846 1.23859 0.78860 -0.026
C -0.15266 -3.97954 0.37270 0.082
C 3.09264 2.33620 0.01365 -0.081
N -1.79221 -1.97883 -0.54513 0.168
N -2.01832 0.07249 0.21052 -0.101
N 0.43485 -2.58480 0.16942 0.012
N 1.83641 1.75524 0.41342 -0.115
O 2.56576 -3.26238 0.50077 0.130
S 2.62514 -0.65994 -0.12339 1.041
H -3.60598 -1.10400 -0.70250 0.152
H -1.95290 2.11350 0.74295 0.077
H -3.52538 1.39730 0.15062 0.136
H -3.02034 1.04545 1.83089 0.134
H -0.65452 -4.33694 -0.48216 0.089
H 0.76743 -4.59780 0.66539 0.137
H -0.74905 -3.73396 1.13536 0.055
H 3.25621 2.32455 -1.06506 0.098
H 3.88798 1.60618 0.40719 0.102
H 3.21776 3.33651 0.34096 0.083
H 1.04863 2.39735 0.71757 0.176
```

Values from the calculation:
total charge	+1
spin multiplicity	3
energy	-27304.225	eV
HOMO level (alpha / beta)	-11.879 / -12.588	eV
frontier orbital gap (alpha / beta)	8.9 / 6.0	eV

---

[3]
DFT (ωB97M-V with the def2-TZVPD basis set) results for a structure of composition C15H26Cl12FN4O in a non-equilibrium geometry.

Structure (XYZ):
```
59
Properties=species:S:1:pos:R:3:lowdin_charge:R:1
C -0.33883 -3.53205 0.84553 -0.250
O 0.28048 -2.98715 -0.39454 -0.353
C -0.66971 -2.00121 -0.81088 -0.134
N -0.00291 -0.77101 -1.27583 0.022
N 1.30821 -0.43771 -1.17041 0.201
C 1.41574 0.80049 -1.73144 -0.285
N 2.53077 1.51602 -1.85549 0.129
C 2.59645 2.84953 -2.43805 -0.331
C 2.89500 3.89632 -1.29917 -0.004
F 3.60294 2.88319 -3.41142 -0.003
N 0.19238 1.27438 -2.17036 0.214
C -0.64753 0.23900 -1.86995 -0.212
C -2.11808 0.41037 -2.25496 -0.081
C -3.14214 0.06583 -1.10938 -0.169
C -4.01766 1.31150 -0.67395 -0.407
C -4.83951 1.92195 -1.85394 -0.071
C -3.05793 2.32226 0.04772 -0.105
H -1.40397 -3.79649 0.62927 0.123
H -0.27350 -2.76448 1.65126 0.023
H 0.14958 -4.44880 1.21472 0.082
H -1.30637 -2.41517 -1.62240 0.167
H -1.28129 -1.72005 0.07807 0.111
H 2.04555 -1.00689 -0.75831 0.157
H 3.40281 1.12509 -1.50027 0.174
H 1.66727 3.14195 -2.96850 0.151
H 2.22218 4.77724 -1.34807 0.086
H 2.77289 3.36378 -0.32926 0.077
H 3.94578 4.26049 -1.35342 0.091
H -2.40721 -0.12255 -3.19026 0.138
H -2.24572 1.49359 -2.48932 0.111
H -3.87435 -0.66094 -1.54363 0.118
H -2.68659 -0.34034 -0.18313 0.084
H -4.71906 0.90407 0.09521 0.135
H -5.37728 1.08481 -2.35985 0.085
H -5.54173 2.66603 -1.42769 0.086
H -4.16938 2.39087 -2.61208 0.079
H -2.02639 2.30610 -0.38328 0.059
H -2.93555 1.98891 1.10467 -0.026
H -3.51984 3.33184 0.02860 0.089
C 3.55868 -2.72661 1.16548 -1.455
Cl 4.22515 -3.08211 2.76525 0.559
Cl 4.28193 -3.77267 -0.05854 0.532
Cl 1.78849 -2.90361 1.15684 0.762
H 3.80246 -1.69690 0.91980 0.007
C -0.68902 1.06656 3.12615 -1.524
Cl -2.37759 0.56884 2.94939 0.585
Cl 0.39855 -0.22717 2.58965 0.542
Cl -0.37112 2.55307 2.22742 0.556
H -0.50069 1.25996 4.17969 -0.091
C -1.45495 2.72957 7.37352 -1.520
Cl -1.84904 1.04682 7.73439 0.536
Cl -0.49056 3.43671 8.66811 0.549
Cl -0.60055 2.84844 5.82531 0.571
H -2.38143 3.28769 7.29287 0.019
C 4.79341 -6.08481 -3.01177 -1.548
Cl 5.34352 -6.96731 -4.43603 0.543
Cl 6.16877 -5.42413 -2.11804 0.505
Cl 3.67103 -4.79711 -3.47404 0.494
H 4.26773 -6.77768 -2.36361 0.016
```

Values from the calculation:
total charge	+1
energy	-176961.428	eV
HOMO level	-12.746	eV
frontier orbital gap	10.2	eV

---

[4]
DFT (ωB97M-V with the def2-TZVPD basis set) results for the molecule C2H3OP in a non-equilibrium geometry.

Structure (XYZ):
```
7
Properties=species:S:1:pos:R:3:lowdin_charge:R:1
C -0.12123 -0.93074 -0.07238 -0.384
C 0.43389 0.38248 0.07762 -0.375
O -0.84733 1.06031 -0.00129 -0.465
P -1.68001 -0.40510 -0.07554 0.964
H 0.42562 -1.74721 -0.28897 0.002
H 0.77994 0.80284 1.08530 0.144
H 1.00912 0.83742 -0.72473 0.114
```

Values from the calculation:
total charge	0
ΔE to the lowest compared entry with this formula, charge and spin	98.9	kJ/mol
energy	-13456.734	eV
HOMO level	-9.132	eV
frontier orbital gap	9.5	eV

---

[5]
DFT (ωB97M-V with the def2-TZVPD basis set) results for a structure of composition C9H12BiCl2GaN3O3P in a non-equilibrium geometry.

Structure (XYZ):
```
32
Properties=species:S:1:pos:R:3:lowdin_charge:R:1
Ga 1.93917 4.07349 -3.24636 0.166
Bi 0.88905 1.37115 -1.57107 1.339
Cl 1.49274 1.99964 -4.30847 0.188
Cl 1.29279 4.59339 -1.24955 0.316
C 2.75166 0.31627 -0.38023 -0.176
C 1.92866 4.98608 -5.28173 -0.061
C 3.32371 5.77427 -4.11124 0.007
O 3.52592 -0.12486 0.31662 0.236
O 2.12370 5.23653 -6.40590 0.298
O 3.93073 6.60655 -4.63725 0.306
C -1.84300 -1.05079 2.79854 -0.091
N -2.50189 -1.14169 1.46791 -0.077
C -2.33909 -2.54548 0.94509 -0.093
N -0.94053 -3.02507 0.95133 -0.022
C -0.35901 -2.85030 2.28458 -0.098
N -0.40167 -1.42159 2.73869 -0.017
C 0.39148 -0.50615 1.88853 -0.269
P -0.16622 -0.49148 0.12654 0.822
C -1.95237 -0.15603 0.52160 -0.288
C -0.16457 -2.39464 -0.10722 -0.193
H -2.34893 -1.75071 3.51029 0.174
H -1.94606 -0.02179 3.19045 0.161
H -2.74979 -2.58646 -0.05544 0.149
H -2.96809 -3.19618 1.54660 0.163
H 0.67594 -3.20693 2.31643 0.159
H -0.94064 -3.42483 3.03252 0.172
H 0.26282 0.51255 2.26997 0.126
H 1.43981 -0.80894 1.93712 0.101
H -2.56044 -0.19867 -0.38789 0.117
H -2.01580 0.83337 1.00860 0.124
H 0.87515 -2.75943 -0.04314 0.129
H -0.64522 -2.64127 -1.06592 0.133
```

Values from the calculation:
total charge	+4
ΔE to the lowest compared entry with this formula, charge and spin	128.5	kJ/mol
energy	-112639.196	eV
HOMO level (alpha / beta)	-21.111 / -21.080	eV
frontier orbital gap (alpha / beta)	3.8 / 3.8	eV

---

[6]
DFT (ωB97M-V with the def2-TZVPD basis set) results for a structure of composition C7H17NO in a non-equilibrium geometry.

Structure (XYZ):
```
26
Properties=species:S:1:pos:R:3:lowdin_charge:R:1
C -0.98814 0.83456 -0.27671 -0.498
C 1.09133 -0.66017 0.40482 -0.399
C 0.98251 0.64172 -0.14834 -0.070
C -1.88869 -0.36680 -0.07931 -0.067
C -1.09172 1.36050 -1.70171 -0.089
C 0.79252 -0.87525 1.86250 -0.034
C 0.98790 -1.88122 -0.46617 -0.040
N -1.32218 1.86862 0.64054 0.049
O 2.97038 -0.18358 0.46789 -0.220
H 3.37556 -0.35658 -0.39487 0.005
H -1.93446 1.62480 1.40892 0.084
H -0.81837 2.73789 0.51671 0.089
H 1.36742 0.79417 -1.15177 0.097
H 1.20246 1.46833 0.51962 0.098
H -1.67922 -1.16637 -0.78933 0.074
H -0.79002 0.59550 -2.41813 0.076
H -2.93502 -0.08783 -0.26498 0.089
H -1.90328 -0.72630 0.95233 0.069
H -2.12368 1.66224 -1.92357 0.081
H -0.45726 2.23591 -1.86389 0.077
H 1.55874 -1.52785 2.28783 0.094
H 1.78695 -2.57603 -0.19336 0.093
H -0.15606 -1.39742 2.02630 0.079
H 0.80777 0.06030 2.42290 0.093
H 1.10652 -1.64451 -1.52522 0.091
H 0.05802 -2.43464 -0.31300 0.079
```

Values from the calculation:
total charge	0
ΔE to the lowest compared entry with this formula, charge and spin	372.9	kJ/mol
energy	-11069.273	eV
HOMO level	-7.411	eV
frontier orbital gap	8.1	eV

---

[7]
DFT (ωB97M-V with the def2-TZVPD basis set) results for a structure of composition C15H35N6O3PRhS2.

Structure (XYZ):
```
63
Properties=species:S:1:pos:R:3:lowdin_charge:R:1
Rh 0.39651 -0.03696 0.96156 0.596
C 1.65769 -2.04426 2.74033 -0.128
C 0.93811 -1.08165 3.65532 -0.154
N 0.87437 0.27775 3.04981 -0.170
C 2.07076 1.13906 3.23307 -0.208
C 3.22477 0.78837 2.30710 -0.346
S 2.67332 0.44393 0.58384 0.965
C 3.31260 -1.24792 0.29017 -0.338
C 2.22177 -2.31251 0.35468 -0.202
N 1.15158 -1.93819 1.32703 -0.165
H 1.53426 -3.06810 3.09537 0.156
H 2.72591 -1.84722 2.72200 0.110
H 1.43013 -1.05596 4.63023 0.150
H -0.09067 -1.40468 3.81275 0.112
H 0.09304 0.74648 3.50177 0.124
H 2.42311 1.09132 4.26687 0.147
H 1.75442 2.16866 3.05874 0.123
H 3.78803 -0.07525 2.65168 0.086
H 3.92181 1.62328 2.24829 0.105
H 4.11027 -1.40647 1.01402 0.097
H 3.77935 -1.24107 -0.69270 0.095
H 2.65624 -3.27240 0.64436 0.153
H 1.75780 -2.43353 -0.61996 0.094
H 0.40876 -2.62638 1.21995 0.113
C -2.12083 4.54713 0.80020 0.032
C -2.54888 3.16517 1.11738 -0.282
N -3.73251 2.78061 1.46102 0.188
N -3.64146 1.43467 1.67138 0.093
C -2.42734 0.95838 1.45729 -0.659
S -1.82532 -0.63757 1.55478 0.793
N -1.70509 2.04966 1.11849 -0.048
N -0.36287 1.95284 0.69976 0.040
H -3.00675 5.14622 0.60146 0.113
H -1.47686 4.57905 -0.07995 0.093
H -1.59384 4.99554 1.64479 0.107
H -4.46545 0.92133 1.95835 0.192
H 0.17689 2.67199 1.17962 0.139
H -0.35310 2.13058 -0.31076 0.109
C 1.48938 0.42867 -4.29882 -0.036
C 1.88861 0.16592 -2.87100 -0.221
O 0.94900 -0.78141 -2.24037 -0.249
P -0.20151 -0.44098 -1.22606 0.567
O -1.22293 -1.59016 -1.47188 -0.260
C -0.96649 -3.03600 -1.46403 -0.223
C -2.11216 -3.71886 -2.16059 -0.036
O -0.96426 0.85745 -1.69302 -0.294
C -1.88553 0.88479 -2.87792 -0.177
C -3.30644 0.88468 -2.38985 -0.045
H 2.27551 1.00696 -4.78540 0.106
H 0.56538 1.00029 -4.36472 0.072
H 1.37674 -0.50748 -4.84362 0.103
H 1.92148 1.08226 -2.27798 0.101
H 2.85518 -0.33008 -2.81855 0.121
H -0.90733 -3.34584 -0.41642 0.108
H -0.01798 -3.21561 -1.97051 0.121
H -3.05670 -3.49075 -1.66933 0.094
H -1.95954 -4.79757 -2.12467 0.103
H -2.16454 -3.41793 -3.20550 0.097
H -1.65070 0.02328 -3.49904 0.124
H -1.61497 1.79679 -3.40248 0.130
H -3.52634 -0.01970 -1.82270 0.082
H -3.97568 0.91157 -3.25080 0.108
H -3.51875 1.76783 -1.78484 0.080
```

Values from the calculation:
total charge	+3
ΔE to the lowest compared entry with this formula, charge and spin	0.0	kJ/mol
energy	-65151.809	eV
HOMO level	-18.067	eV
frontier orbital gap	8.3	eV

---

Question: What is the total charge in the sixth record?
Answer: 0